Density functional theory data (ωB97M-V with the def2-TZVPD basis set) for a structure of composition C21H44BeN3OP2 in a non-equilibrium geometry.

As for the calculated total energy: -47980.9678 eV. As for the largest force on an atom: 5.23 eV/A. The calculation puts the HOMO energy at -10.371 eV. The LUMO energy comes out at -2.702 eV. As for the total charge: +1.

Last column: Löwdin charge in e.
CARTESIAN COORDINATES (ANGSTROEM)
Be -0.2856 0.2019 -0.2727  -0.1133
P 1.4091 1.2283 -1.5740  1.0818
P -2.3655 -0.4174 0.1847  1.0740
N -1.9008 1.1913 -2.8900  -0.0654
C 0.5328 2.0057 -2.9973  -0.3223
H 1.0015 2.9879 -3.1126  0.0808
H 0.7709 1.4203 -3.8897  0.0735
C -0.9587 2.3109 -2.9100  -0.2773
H -1.1619 2.9262 -2.0324  0.1022
H -1.1922 2.8998 -3.8251  0.1306
C -3.0254 1.3992 -1.9792  -0.2757
H -3.9035 1.6594 -2.6059  0.1289
H -2.7780 2.2506 -1.3434  0.1034
C -3.4834 0.2298 -1.1130  -0.3126
H -3.8173 -0.6218 -1.7151  0.0770
H -4.3498 0.6119 -0.5656  0.0821
C -3.2015 0.0263 1.8177  -0.5007
C -2.3780 -0.3094 3.0641  -0.1121
H -2.8209 0.2170 3.9224  0.0931
H -1.3381 0.0166 2.9891  0.0431
H -2.3980 -1.3801 3.3031  0.0655
C -2.6054 -2.2546 0.0107  -0.5183
C -1.9176 -3.0325 1.1280  -0.1162
H -1.7757 -4.0732 0.7987  0.0935
H -2.5281 -3.0705 2.0419  0.0750
H -0.9321 -2.6222 1.3788  0.0271
C 2.6114 0.1150 -2.4846  -0.5151
C 3.7056 -0.5338 -1.6214  -0.1065
H 4.3230 -1.1839 -2.2640  0.0892
H 3.2954 -1.1684 -0.8268  0.0586
H 4.3848 0.2096 -1.1757  0.0707
C 2.4711 2.6605 -0.9100  -0.5080
C 3.1635 2.3693 0.4292  -0.1152
H 3.6993 3.2745 0.7576  0.0915
H 3.9110 1.5673 0.3518  0.0671
H 2.4500 2.1151 1.2207  0.0489
C -0.1293 1.3099 1.0023  -0.1077
O 0.0411 1.9209 1.9834  0.1502
C -4.0381 -2.7746 -0.1967  -0.0978
H -4.6520 -2.6925 0.7083  0.0612
H -4.5604 -2.2775 -1.0198  0.0645
H -3.9711 -3.8418 -0.4541  0.0917
C 3.2637 0.6612 -3.7684  -0.1039
H 3.7891 -0.1728 -4.2583  0.0902
H 2.5391 1.0478 -4.4899  0.0630
H 4.0069 1.4415 -3.5617  0.0630
C 3.4895 3.2995 -1.8638  -0.1088
H 3.8444 4.2347 -1.4037  0.0907
H 4.3767 2.6691 -2.0109  0.0746
H 3.0705 3.5674 -2.8389  0.0722
C -4.6397 -0.4654 2.0292  -0.1045
H -4.6799 -1.5232 2.3217  0.0730
H -5.0689 0.1046 2.8669  0.0916
H -5.2943 -0.3059 1.1664  0.0729
H -3.2290 1.1254 1.7317  0.1086
H 1.6863 3.4098 -0.7097  0.1073
H -2.0492 -2.4390 -0.9228  0.1114
H 1.9180 -0.6897 -2.7872  0.1101
H -2.2210 0.9878 -3.8132  0.1076
H 0.1866 -0.9050 0.1455  -0.0179
C 2.5479 -2.6913 4.6754  -0.0190
N 2.1110 -2.0391 3.4597  -0.1377
C 2.9357 -1.3414 2.5964  -0.0381
C 2.1182 -0.9097 1.5784  -0.1658
N 0.8329 -1.3393 1.8189  -0.0485
C 0.8385 -2.0293 2.9517  -0.1333
H 3.3039 -3.4477 4.4289  0.0988
H 2.9893 -1.9456 5.3492  0.0984
H 1.6816 -3.1625 5.1468  0.0932
H 3.9929 -1.1849 2.7102  0.1205
H 2.3569 -0.3106 0.7050  0.0402
H 0.0004 -2.5181 3.4328  0.1295

Cartesian forces, eV/Å:
Be -0.341 0.886 -0.991
P 0.389 0.391 -0.708
P -0.754 -0.455 -0.157
N 0.928 -0.368 1.562
C 0.264 0.277 -0.085
H 0.116 -0.084 -0.309
H -0.258 0.131 0.113
C -0.440 0.108 -0.985
H 0.140 0.156 -0.103
H 0.238 0.170 0.656
C -0.553 -0.002 -0.872
H 0.193 0.219 0.565
H -0.248 -0.005 0.054
C -0.399 0.031 0.228
H 0.072 0.323 -0.039
H -0.257 -0.176 -0.192
C 0.267 0.391 -0.308
C 0.129 0.148 0.274
H 0.090 -0.136 -0.197
H -0.108 -0.184 0.013
H 0.025 0.294 -0.162
C 0.280 0.085 -0.348
C 0.279 -0.382 0.177
H -0.047 0.255 0.125
H 0.066 0.059 -0.293
H -0.344 -0.096 -0.218
C -0.265 -0.622 -0.047
C 0.092 -0.145 0.123
H -0.240 0.239 0.217
H 0.120 0.208 -0.206
H -0.240 -0.222 -0.173
C -0.537 -0.031 0.235
C 0.004 0.006 0.222
H -0.182 -0.267 -0.115
H -0.266 0.220 0.022
H 0.241 -0.052 -0.156
C 1.171 2.056 4.660
O -0.837 -2.064 -3.918
C 0.000 -0.034 -0.018
H 0.225 -0.052 -0.338
H 0.019 -0.134 0.188
H -0.030 0.263 0.064
C 0.023 0.073 -0.045
H -0.167 0.238 0.149
H 0.223 -0.003 0.097
H -0.268 -0.308 -0.116
C 0.027 0.132 -0.050
H -0.134 -0.252 -0.100
H -0.311 0.126 0.074
H 0.105 -0.144 0.103
C -0.166 0.120 0.074
H 0.102 0.329 -0.135
H 0.108 -0.125 -0.217
H 0.118 -0.108 0.107
H -0.065 -0.110 0.089
H 0.154 -0.031 -0.020
H -0.051 -0.058 0.153
H 0.220 0.077 -0.009
H -0.111 -0.219 -0.391
H 0.337 -0.351 -0.725
C 0.291 -0.047 0.142
N 0.059 -0.050 -0.120
C -1.057 0.137 -0.501
C -0.437 -0.475 0.895
N 0.042 -0.846 1.813
C 2.000 0.988 -0.689
H -0.245 0.111 0.206
H -0.168 -0.294 -0.056
H 0.253 0.060 -0.003
H 0.042 -0.211 0.400
H -0.098 -0.264 0.371
H 0.173 0.096 -0.056

=====

Density functional theory data (ωB97M-V with the def2-TZVPD basis set) for a structure of composition C21H44MgN3OP2S in a non-equilibrium geometry.

As for the calculated total energy: -63861.3316 eV. As for the largest force on an atom: 5.37 eV/A. The calculation puts the HOMO energy at -8.226 eV. The LUMO energy comes out at -2.058 eV. As for the total charge: +1.

Last column: Löwdin charge in e.
CARTESIAN COORDINATES (ANGSTROEM)
Mg -0.3978 0.3975 0.0375  0.3007
P -0.7768 1.1840 2.4643  0.9905
P -1.1245 -0.8406 -2.0272  0.9988
N -2.0440 -1.3865 1.0190  -0.1192
C -1.7019 -0.2251 3.2068  -0.3194
H -1.3447 -0.3898 4.2359  0.0911
H -2.7591 0.0770 3.2589  0.0884
C -1.6094 -1.5460 2.4304  -0.2791
H -0.5809 -1.9384 2.4491  0.0794
H -2.2558 -2.2950 2.9211  0.1278
C -1.6996 -2.5522 0.1707  -0.2982
H -2.2632 -3.4386 0.5096  0.1262
H -0.6244 -2.7643 0.2975  0.0592
C -2.0349 -2.2745 -1.2988  -0.3240
H -3.1100 -2.0444 -1.3807  0.0883
H -1.8273 -3.1778 -1.8946  0.0848
C 0.2865 -1.6725 -2.9086  -0.5320
C 1.3153 -0.6523 -3.3913  -0.1153
H 2.2338 -1.1869 -3.6692  0.0805
H 1.5640 0.0957 -2.6308  0.0280
H 0.9615 -0.1138 -4.2808  0.0770
C -2.2841 -0.1593 -3.2985  -0.5394
C -1.6246 0.9271 -4.1523  -0.1020
H -2.4180 1.5025 -4.6464  0.0878
H -0.9916 0.5016 -4.9411  0.0747
H -1.0270 1.6291 -3.5594  0.0668
C -1.7501 2.7055 2.8950  -0.5422
C -1.0193 3.9953 2.4983  -0.1099
H -1.7422 4.8219 2.5105  0.0878
H -0.6006 3.9406 1.4853  0.0659
H -0.2176 4.2520 3.2040  0.0717
C 0.8342 1.2424 3.4080  -0.5460
C 1.8602 2.1487 2.7220  -0.1172
H 2.8427 1.9843 3.1858  0.0892
H 1.6108 3.2111 2.8385  0.0710
H 1.9638 1.9304 1.6527  0.0398
C 0.7323 1.9132 -1.3171  -0.3783
C -3.0157 -1.1944 -4.1519  -0.1067
H -2.3586 -1.6673 -4.8885  0.0617
H -3.4943 -1.9778 -3.5549  0.0676
H -3.8073 -0.6773 -4.7091  0.0892
C -2.2824 2.7589 4.3262  -0.1069
H -2.9997 3.5878 4.3884  0.0896
H -2.8108 1.8429 4.6140  0.0686
H -1.4913 2.9567 5.0581  0.0633
C 0.7220 1.5620 4.8986  -0.1067
H 1.6835 1.3190 5.3736  0.0893
H 0.5437 2.6301 5.0805  0.0734
H -0.0486 0.9741 5.4110  0.0713
C -0.0886 -2.6285 -4.0393  -0.1044
H -0.3805 -2.0907 -4.9511  0.0747
H 0.8010 -3.2223 -4.2971  0.0867
H -0.8788 -3.3394 -3.7718  0.0688
H 0.7501 -2.2633 -2.0956  0.0718
H 1.1934 0.2029 3.3059  0.0754
H -3.0387 0.3285 -2.6553  0.1076
H -2.6199 2.5944 2.2218  0.1077
O 1.3640 2.5540 -2.0769  -0.0491
H -3.0513 -1.3816 1.0525  0.1173
H 0.2004 2.1947 -0.2828  -0.0600
C 4.0029 0.6047 -0.0405  -0.0029
N 3.8342 -0.7559 -0.5354  -0.1003
C 4.7344 -1.4462 -1.3272  -0.0268
C 4.2106 -2.6736 -1.5684  -0.0482
N 2.9854 -2.7118 -0.9220  0.0748
C 2.7367 -1.5259 -0.2793  -0.6954
S 1.4664 -1.1836 0.7956  0.7076
H 3.2538 1.2731 -0.4861  0.0815
H 3.8928 0.6188 1.0511  0.0846
H 5.0055 0.9458 -0.3208  0.1049
H 5.6677 -0.9996 -1.6277  0.1326
H 4.6043 -3.5193 -2.0981  0.1233
H 2.3374 -3.4918 -0.9018  0.1603

Cartesian forces, eV/Å:
Mg 0.565 0.079 -0.756
P 0.530 0.204 0.220
P -0.178 -0.489 -0.191
N 0.945 -0.092 0.067
C -0.217 -0.059 0.328
H -0.282 0.029 -0.242
H 0.224 -0.053 0.083
C 0.001 -0.186 -0.089
H -0.299 0.133 -0.089
H 0.329 0.165 0.018
C 0.101 -0.167 0.127
H 0.222 0.120 -0.118
H -0.468 0.087 -0.047
C -0.245 -0.243 -0.200
H 0.237 -0.186 -0.019
H -0.293 0.209 0.223
C -0.067 0.150 0.308
C 0.434 0.064 -0.101
H -0.108 0.099 -0.069
H -0.142 -0.169 -0.126
H 0.122 -0.166 0.257
C -0.119 -0.027 0.387
C -0.172 0.222 -0.118
H 0.191 -0.093 0.017
H -0.134 0.057 0.227
H -0.035 -0.184 -0.103
C -0.201 -0.348 -0.309
C -0.108 0.133 -0.052
H 0.180 -0.143 0.034
H -0.020 -0.032 0.221
H -0.229 -0.130 -0.163
C -0.272 -0.305 -0.177
C 0.195 0.056 0.016
H -0.178 0.087 -0.062
H 0.088 -0.309 -0.069
H -0.123 0.059 0.161
C -0.761 -5.315 0.238
C -0.184 0.057 -0.249
H -0.196 0.130 0.207
H 0.094 0.112 -0.125
H 0.096 -0.138 0.065
C -0.127 0.218 0.138
H 0.103 -0.174 0.064
H 0.119 0.189 -0.006
H -0.257 -0.078 -0.217
C 0.310 -0.015 0.207
H -0.221 0.059 -0.052
H 0.000 -0.299 -0.101
H 0.111 0.175 -0.101
C 0.190 -0.284 -0.144
H 0.077 -0.122 0.314
H -0.191 0.120 0.012
H 0.089 0.174 -0.105
H -0.227 0.192 -0.212
H -0.085 0.232 0.023
H 0.148 -0.055 -0.180
H 0.170 0.106 0.150
O 0.548 2.524 -0.059
H -0.377 0.498 -0.190
H -0.064 3.090 0.626
C 0.081 0.302 0.058
N -0.879 -0.387 0.052
C -0.268 -0.252 0.067
C -0.141 0.384 0.301
N -0.202 0.690 0.348
C 1.344 -0.347 -0.680
S 0.028 -0.126 0.161
H 0.192 -0.255 0.057
H 0.068 -0.063 -0.306
H -0.280 -0.087 0.109
H -0.081 -0.085 -0.029
H 0.010 -0.005 -0.100
H 0.286 0.265 0.060

=====

Density functional theory data (ωB97M-V with the def2-TZVPD basis set) for a structure of composition C21H44N5O12P2S2SbSi3Ti.

As for the calculated total energy: -148062.4072 eV. Its spin multiplicity is 3. As for the largest force on an atom: 0.56 eV/A. The calculation puts the HOMO energy (spin up / spin down) at -1.101 / -3.410 eV. The calculation puts the energy relative to the best compared isomer or geometry (same formula, charge and spin) at 50.65 kJ/mol. The LUMO energy (spin up / spin down) comes out at 3.608 / 3.607 eV. As for the total charge: -2.

Last column: Löwdin spin population.
CARTESIAN COORDINATES (ANGSTROEM)
Ti -0.1371 0.1706 -0.8187  1.0550
N 0.3900 3.8031 0.5667  0.0024
N 0.4199 3.0059 1.7087  0.0005
C 0.6612 1.6560 1.6691  0.0030
O 0.6333 1.0236 2.7250  -0.0002
O 0.9288 1.1457 0.5003  0.0156
H 0.8984 4.6593 0.7343  0.0002
H -0.5605 4.0122 0.2805  0.0002
H 0.0607 3.3481 2.5848  0.0002
O -2.4064 -2.9504 -2.2848  0.0004
P -0.8025 -2.7904 -2.2819  0.0012
O -0.1672 -4.1189 -2.2773  -0.0004
O -0.4968 -1.8016 -1.1629  0.0053
O -0.5027 -2.0269 -3.6699  0.0003
P -0.4869 -0.4175 -3.8480  0.0038
O -1.9879 -0.0823 -3.3562  0.0069
O -0.2182 -0.0360 -5.2353  0.0012
O 0.4505 0.0951 -2.7444  0.0175
H -2.6176 -3.8198 -2.6387  0.0000
H -2.3739 0.6593 -3.8343  0.0003
C 4.4967 -2.6926 3.8078  0.0000
Si 3.1610 -1.4516 3.3182  0.0002
C 4.0216 0.1798 2.9749  0.0000
C 1.9907 -1.2511 4.7708  0.0001
Sb 1.7331 -2.0540 1.2921  0.0016
Si 3.5305 -1.8037 -0.4939  0.0011
C 5.1788 -2.6059 -0.0430  0.0003
C 3.8385 0.0282 -0.7862  0.0019
C 2.9033 -2.4820 -2.1238  0.0003
Si 1.5246 -4.6054 1.3527  0.0002
C 2.1593 -5.4837 -0.1755  0.0000
C 2.3397 -5.3711 2.8698  0.0000
C -0.3251 -4.9145 1.4348  0.0002
H 5.1848 -2.2453 4.5322  0.0000
H 5.0768 -3.0115 2.9392  0.0000
H 4.0622 -3.5825 4.2640  0.0000
H 4.4572 0.5783 3.8961  0.0000
H 3.3108 0.9101 2.5863  0.0000
H 4.8260 0.0478 2.2477  0.0000
H 2.5292 -0.9727 5.6816  0.0000
H 1.4480 -2.1802 4.9621  0.0000
H 1.2662 -0.4702 4.5318  0.0000
H 5.6312 -2.0889 0.8077  0.0000
H 5.8733 -2.5465 -0.8860  0.0001
H 5.0546 -3.6568 0.2278  0.0000
H 4.0145 0.6100 0.1179  0.0001
H 2.9679 0.4540 -1.2901  0.0012
H 4.6972 0.1569 -1.4534  0.0001
H 2.3064 -3.3873 -2.0470  0.0000
H 3.7360 -2.6786 -2.8066  0.0000
H 2.2756 -1.7159 -2.5861  0.0001
H 3.2132 -5.2818 -0.3787  0.0000
H 1.5666 -5.1767 -1.0385  0.0000
H 2.0372 -6.5641 -0.0465  0.0000
H 3.4253 -5.2816 2.7994  0.0000
H 2.0887 -6.4319 2.9615  0.0000
H 2.0216 -4.8661 3.7852  0.0000
H -0.7819 -4.5205 0.5235  0.0001
H -0.7802 -4.4088 2.2891  0.0001
H -0.5475 -5.9838 1.4978  0.0000
C -3.4359 -1.1977 0.4143  0.0018
S -1.8386 -0.8338 1.1660  0.0066
C -2.3690 0.2786 2.4852  0.0007
H -3.9972 -0.2874 0.2108  0.0004
H -4.0042 -1.8370 1.0892  -0.0002
H -3.2480 -1.7232 -0.5168  0.0002
H -3.0588 -0.2512 3.1419  -0.0001
H -2.8503 1.1690 2.0854  0.0009
H -1.4708 0.5525 3.0333  0.0000
O -7.4493 5.3663 -0.7170  0.0000
S -7.1574 6.6425 -1.3436  -0.0003
O -8.1032 7.0336 -2.3752  -0.0011
O -6.8058 7.7073 -0.4112  -0.0021
C -5.5813 6.3905 -2.2339  -0.0061
N -5.2707 7.3075 -3.1559  0.0737
C -4.0955 7.1325 -3.7539  0.0049
C -3.2337 6.0971 -3.4627  0.0540
C -3.6443 5.1892 -2.4749  0.0391
N -4.8398 5.3575 -1.8760  0.0618
C -2.8463 4.0600 -2.0484  0.2065
C -1.5102 3.8196 -2.4756  0.0324
C -0.8009 2.7672 -1.9856  0.0959
N -1.3139 1.8212 -1.1275  0.1555
C -2.6111 2.0544 -0.7213  0.1125
C -3.3616 3.1143 -1.1234  0.0275
H -3.8318 7.8654 -4.5131  -0.0012
H -2.2951 5.9973 -3.9893  0.0043
H -1.0111 4.4884 -3.1643  0.0004
H 0.2270 2.6148 -2.2880  0.0049
H -3.0201 1.3221 -0.0482  0.0065
H -4.3696 3.2491 -0.7541  -0.0006

Cartesian forces, eV/Å:
Ti -0.432 0.188 0.305
N -0.025 0.020 0.043
N 0.059 0.044 -0.062
C 0.116 -0.049 -0.052
O 0.051 0.040 -0.034
O -0.002 -0.164 -0.166
H 0.018 0.011 -0.002
H 0.005 -0.007 -0.005
H -0.035 -0.005 0.038
O 0.022 0.080 0.067
P 0.133 -0.103 -0.030
O 0.041 0.042 0.047
O -0.364 0.013 -0.095
O 0.004 0.040 0.131
P 0.057 0.130 -0.061
O 0.118 -0.171 -0.118
O 0.001 0.000 -0.003
O 0.021 0.152 0.213
H -0.046 -0.074 -0.011
H 0.046 0.103 0.021
C 0.019 -0.042 -0.052
Si -0.005 -0.055 0.053
C -0.003 0.004 -0.028
C -0.025 0.017 -0.029
Sb 0.048 -0.023 -0.029
Si 0.145 0.004 -0.135
C -0.036 -0.002 0.095
C -0.011 0.010 -0.035
C 0.023 0.044 -0.046
Si -0.063 -0.067 -0.010
C 0.062 0.023 0.007
C 0.041 0.070 0.041
C 0.011 0.029 0.002
H -0.019 0.037 -0.002
H 0.016 0.001 0.029
H -0.003 -0.005 0.003
H 0.001 -0.013 0.008
H 0.005 0.011 -0.001
H 0.001 0.030 -0.001
H 0.009 -0.006 0.000
H -0.001 -0.002 0.020
H 0.010 -0.017 0.011
H 0.012 -0.033 -0.016
H -0.001 0.009 -0.012
H 0.013 0.000 -0.004
H -0.013 -0.032 0.024
H 0.020 0.058 0.014
H 0.002 -0.027 -0.007
H -0.015 -0.036 0.029
H 0.031 0.027 0.027
H -0.034 -0.030 -0.025
H -0.005 0.002 0.003
H -0.014 -0.009 -0.034
H 0.001 -0.005 0.016
H 0.012 -0.025 0.026
H -0.032 0.000 -0.048
H 0.004 -0.019 0.004
H -0.021 -0.010 0.014
H -0.009 0.002 -0.002
H 0.002 -0.008 -0.001
C 0.003 0.015 0.065
S 0.096 0.134 0.150
C -0.031 -0.148 -0.030
H -0.030 -0.067 -0.006
H -0.017 0.002 -0.012
H 0.011 -0.039 -0.058
H -0.017 0.005 -0.010
H -0.013 0.049 -0.012
H -0.015 0.021 0.004
O 0.002 -0.004 0.011
S 0.022 0.015 0.024
O -0.003 0.007 -0.029
O -0.015 -0.004 0.001
C 0.004 -0.027 -0.018
N 0.007 0.020 0.000
C -0.020 -0.002 0.004
C -0.002 0.016 -0.008
C 0.040 -0.064 0.007
N -0.015 0.019 0.009
C -0.036 0.064 -0.028
C -0.009 0.059 0.149
C 0.038 -0.105 -0.282
N -0.007 -0.195 -0.102
C 0.037 0.012 -0.016
C -0.002 0.026 -0.014
H 0.004 0.001 0.001
H 0.002 -0.005 0.007
H 0.009 0.001 0.008
H -0.008 0.010 -0.019
H -0.002 0.004 0.051
H 0.003 -0.025 0.017